No. 1
Density functional theory data (ωB97M-V with the def2-TZVPD basis set) for a molecular structure, C15H40AsBF6N2OSn.

ORCA input file:
```
! wB97M-V def2-TZVPD RIJCOSX def2/J DEFGRID3
* xyz 0 1
Sn -2.001 1.545 -0.480
As -1.027 -2.340 -1.211
F 0.056 -2.697 0.151
F 0.217 -2.942 -2.313
F -2.049 -2.003 -2.616
F -1.636 -3.999 -1.083
F -0.512 -0.613 -1.349
F -2.269 -1.722 -0.069
O 0.928 1.356 0.069
N -1.256 2.566 -3.475
N 1.684 -2.542 4.475
C 1.902 -4.307 2.644
C 3.188 0.627 0.225
C 0.709 -1.705 3.773
C -2.086 4.947 -2.963
C 1.117 1.635 -3.343
C -0.193 1.794 -4.098
C -3.013 2.439 -5.379
C -2.607 2.185 -3.915
C -1.057 4.025 -3.666
C 1.635 -3.974 4.115
C 1.840 1.297 2.299
C 1.883 1.155 0.789
C 4.003 -2.630 5.306
C 2.980 -1.888 4.421
C -0.736 -2.096 4.052
B -4.830 0.604 -1.057
H -4.128 -0.276 -0.848
H -2.955 4.876 -3.621
H 0.022 2.139 -5.114
H 0.632 -0.682 4.152
H -1.114 -2.704 3.227
H -0.071 4.279 -3.270
H 1.016 -1.627 2.724
H -1.773 5.987 -2.900
H 1.267 -3.695 1.998
H 3.655 -0.138 0.846
H -5.905 0.306 -1.261
H 4.335 -3.554 4.840
H 1.089 0.952 -2.493
H 2.953 -4.205 2.384
H 2.736 1.819 2.642
H -4.433 1.163 -1.978
H -3.472 3.411 -5.548
H 1.972 1.440 -3.986
H 1.317 2.565 -2.798
H -0.574 0.780 -4.242
H -3.384 2.526 -3.229
H -3.717 1.660 -5.677
H 3.330 -1.820 3.382
H 0.978 1.933 2.501
H -2.178 2.186 -6.035
H 0.678 -4.348 4.476
H -0.882 -2.596 5.006
H 2.423 -4.451 4.697
H -2.794 1.112 -3.817
H 3.868 1.472 0.366
H -1.352 -1.196 4.009
H 1.488 -5.286 2.396
H -4.687 1.337 -0.180
H 4.824 -1.943 5.518
H -2.420 4.641 -1.970
H 2.891 -0.896 4.869
H 3.529 -2.787 6.276
H 1.858 0.375 2.874
H -0.975 4.273 -4.727
H 3.084 0.258 -0.792
*
```

The HOMO energy comes out at -8.25 eV. For the LUMO energy, the calculation gives -2.622 eV.



No. 2
Density functional theory data (ωB97M-V with the def2-TZVPD basis set) for 10 unconnected molecules or ions with the total composition C15H40B2N9O20.

ORCA input file:
```
! wB97M-V def2-TZVPD RIJCOSX def2/J DEFGRID3
* xyz -1 1
O 0.493 2.662 1.166
O -2.587 9.352 -5.583
O 3.457 -6.663 2.292
O 2.731 0.294 -5.838
O 4.664 -5.801 3.863
O 1.470 1.981 -5.371
O -0.331 6.366 0.308
O 1.381 2.696 3.142
O -1.994 7.437 -0.552
O 4.121 -11.116 -0.544
O -1.470 -1.868 -3.773
O -7.928 12.266 -5.245
O -6.271 11.204 -4.361
O 4.558 -8.614 4.657
O -0.501 -2.740 1.102
O 4.777 -9.501 0.728
O 2.522 -8.905 5.311
O 0.250 -4.433 4.996
O -1.881 8.286 -3.843
O 1.186 -2.495 4.820
N 3.671 -8.563 5.487
N 4.519 -6.381 2.799
N 1.661 0.793 -5.542
N 1.174 -3.701 4.693
N -6.968 11.531 -5.303
N -2.660 9.023 -4.415
N 3.994 -10.018 -0.042
N 0.821 3.215 2.193
N -1.032 6.702 -0.628
C 2.779 -9.228 -0.387
C 0.503 4.666 2.279
C -0.162 -0.270 3.165
C -6.599 10.971 -6.634
C 0.491 -0.114 -5.374
C -3.792 9.561 -3.612
C -3.340 -0.674 0.635
C -0.672 6.154 -1.964
C -2.196 -1.987 -1.516
C -1.280 -1.549 -2.630
C 4.038 -8.029 6.826
C 5.753 -6.771 2.072
C -0.021 -0.206 1.624
C 2.393 -4.326 4.108
C -3.653 0.572 1.115
B -0.810 -1.368 0.875
B -2.035 -0.932 -0.240
H 1.017 5.152 1.465
H 2.175 -9.807 -1.075
H 2.243 -9.035 0.538
H -4.366 8.714 -3.247
H -0.429 0.751 1.299
H -1.375 6.531 -2.695
H -5.587 11.298 -6.856
H -4.022 -1.494 0.897
H -3.204 -1.922 -1.927
H 3.110 -8.300 -0.843
H 6.311 -5.863 1.862
H -0.263 0.192 -6.093
H 0.546 0.427 3.598
H 5.464 -7.271 1.157
H -3.368 10.126 -2.787
H 4.816 -8.670 7.230
H 2.528 -3.896 3.119
H 0.338 6.484 -2.191
H 0.125 -0.001 -4.359
H -0.443 -0.886 -2.327
H -0.722 5.070 -1.896
H -6.650 9.889 -6.558
H -3.792 1.414 0.448
H -0.571 4.770 2.183
H -7.300 11.344 -7.371
H 3.225 -4.087 4.757
H 1.042 -0.189 1.358
H -0.972 -3.093 1.864
H 6.316 -7.438 2.718
H -0.021 -1.274 3.564
H -1.918 -3.019 -1.279
H 2.237 -5.391 4.049
H 3.156 -8.040 7.455
H 0.846 5.042 3.237
H 4.403 -7.016 6.681
H -1.662 0.147 -0.706
H -1.151 0.060 3.486
H -4.393 10.192 -4.246
H -3.725 0.744 2.187
H 0.810 -1.132 -5.555
*
```

The HOMO energy comes out at -3.04 eV. For the LUMO energy, the calculation gives 0.871 eV.